(1)
Molecular formula: C11H44O11
Method: DFT, ωB97M-V/def2-TZVPD

Properties
Relative energy (zero: lowest compared OMol25 entry of this formula, charge and spin)   2.256 eV
HOMO energy   -9.13 eV
Strongest force on any atom   1.65 eV Å⁻¹
LUMO   0.0074 Ha
DFT total energy   -1272.92832 Ha
SMILES   CO.CO.CO.CO.CO.CO.CO.CO.CO.CO.CO

Last column: Löwdin charge in e.
Atoms and positions in Å:
H: -2.105 -1.722 0.379  0.025
C: -0.501 -4.250 0.513  -0.145
H: 1.252 -3.099 2.027  0.061
H: 1.764 -0.237 -0.930  0.038
C: 1.048 -1.051 -4.440  -0.140
H: -0.662 2.095 2.285  0.034
C: -3.982 4.131 -0.098  -0.155
C: 4.748 1.114 -0.179  -0.158
H: -2.406 2.994 0.112  0.026
H: 0.788 -0.317 2.153  0.046
O: 1.330 0.547 -1.276  -0.124
O: -2.898 3.378 -0.625  -0.136
H: -2.488 1.714 3.364  0.085
H: 0.503 -4.645 0.307  0.071
H: 5.553 0.549 -0.658  0.077
H: -1.232 -4.882 0.024  0.085
O: -2.896 0.415 -4.171  -0.108
O: -0.514 -2.924 0.021  -0.144
C: 2.823 -2.882 -1.880  -0.136
H: -0.241 1.811 -0.955  0.084
H: -0.416 -2.184 -3.833  0.076
O: 3.990 0.391 0.772  -0.138
O: -0.298 -1.535 -4.533  -0.121
H: 3.272 -2.866 -2.880  0.080
H: 1.224 -0.618 -3.453  0.054
H: 1.154 -0.206 -5.119  0.084
H: 0.381 0.808 0.433  0.050
H: -3.434 2.352 2.065  0.064
H: -3.562 0.491 0.383  0.083
H: 2.758 -3.956 -1.674  0.084
H: -1.806 1.622 -2.832  0.062
H: 1.744 -1.842 -4.713  0.071
O: 0.741 -1.166 1.659  -0.167
H: -0.713 0.161 -0.916  0.085
H: 3.730 -0.450 0.391  0.022
H: -0.588 -4.304 1.601  0.079
C: 1.510 -2.114 2.410  -0.097
H: -3.672 4.608 0.834  0.073
H: -2.044 -0.018 -4.266  0.039
H: 1.247 -2.077 3.468  0.091
H: 1.113 0.605 5.221  0.089
C: 1.632 1.114 4.409  -0.122
H: 1.452 1.540 2.546  0.106
C: 0.098 0.833 -0.620  -0.125
H: -3.341 -0.227 2.060  0.078
C: -2.999 -0.203 1.016  -0.165
O: -3.045 -1.520 0.485  -0.117
H: 4.032 1.402 -0.958  0.074
H: 1.817 -2.473 -1.871  0.065
H: -1.947 0.094 1.064  0.053
H: 0.091 -2.329 0.482  0.021
O: -1.382 2.528 1.819  -0.139
C: -2.781 1.517 -3.308  -0.180
H: 5.187 2.032 0.208  0.076
H: -3.084 2.457 -3.784  0.076
H: 4.334 -2.801 -0.689  0.089
H: 2.572 -1.912 2.265  0.083
H: -4.297 4.863 -0.840  0.078
C: -2.537 2.543 2.657  -0.142
H: -3.514 1.487 -2.491  0.064
O: 3.672 -2.169 -0.985  -0.120
H: 2.549 0.519 4.321  0.087
O: 0.861 1.175 3.224  -0.138
H: -2.681 3.510 3.142  0.084
H: 1.940 2.101 4.760  0.088
H: -4.840 3.476 0.094  0.076

(2)
Molecular formula: C11H44O11
Method: DFT, ωB97M-V/def2-TZVPD

Properties
Relative energy (zero: lowest compared OMol25 entry of this formula, charge and spin)   2.653 eV
HOMO energy   -9.61 eV
Strongest force on any atom   3.01 eV Å⁻¹
LUMO   0.0106 Ha
DFT total energy   -1272.91376 Ha
SMILES   CO.CO.CO.CO.CO.CO.CO.CO.CO.CO.CO

Last column: Löwdin charge in e.
Atoms and positions in Å:
H: 5.062 7.832 10.426  0.074
C: 10.301 9.488 8.616  -0.123
H: 6.425 7.929 5.391  0.093
H: 11.024 10.154 13.856  0.080
H: 6.911 10.399 11.900  0.070
H: 11.194 14.366 9.300  0.072
H: 6.890 10.933 8.243  0.075
C: 9.634 5.881 9.687  -0.104
C: 11.614 10.254 12.963  -0.119
O: 6.390 7.420 8.807  -0.160
C: 6.010 10.947 12.263  -0.185
C: 11.928 13.581 9.281  -0.146
O: 15.282 9.887 10.360  -0.135
C: 13.918 10.285 9.809  -0.057
H: 9.264 4.808 9.731  0.094
O: 10.274 8.799 9.847  -0.136
H: 13.834 6.245 13.181  0.089
H: 9.016 7.630 10.296  0.018
H: 13.370 10.868 10.555  0.062
H: 8.079 11.816 9.199  0.089
H: 8.093 11.518 5.288  0.055
H: 5.458 12.742 8.780  0.061
H: 5.403 11.640 10.501  0.032
O: 10.894 10.649 11.817  -0.126
H: 9.979 6.253 8.662  0.091
H: 10.938 8.890 7.970  0.089
C: 9.079 11.502 5.637  -0.138
O: 9.524 12.830 5.861  -0.118
O: 13.650 6.969 11.208  -0.155
H: 11.882 12.953 10.222  0.072
O: 5.025 11.128 11.264  -0.159
H: 7.202 8.326 7.367  0.068
C: 14.405 6.851 12.440  -0.142
H: 13.395 9.348 9.604  0.070
H: 9.875 13.184 5.060  0.067
H: 12.084 9.266 12.657  0.105
C: 7.162 8.764 5.482  -0.177
H: 7.037 7.248 9.535  0.050
H: 8.032 8.454 4.920  0.066
C: 5.367 8.198 9.459  -0.127
O: 7.458 9.116 6.809  -0.180
O: 8.612 6.762 10.303  -0.168
H: 14.084 10.910 8.983  0.057
H: 6.389 11.905 12.767  0.094
H: 13.931 7.752 10.651  0.060
H: 9.730 11.043 4.887  0.099
H: 7.601 12.565 7.700  0.060
H: 9.191 10.981 6.580  0.051
H: 9.292 9.471 8.149  0.063
H: 10.546 9.465 10.466  0.023
H: 6.724 9.645 4.929  0.085
O: 6.210 12.628 9.312  -0.118
H: 15.378 6.440 12.290  0.064
H: 5.651 9.290 9.563  0.072
C: 7.226 11.962 8.502  -0.082
H: 10.632 11.546 11.850  0.065
H: 10.645 10.503 8.728  0.063
H: 4.460 8.127 8.834  0.084
H: 12.480 10.856 13.098  0.066
H: 15.693 10.696 10.618  0.041
O: 11.802 12.690 8.168  -0.148
H: 10.932 12.849 7.739  0.060
H: 5.590 10.292 13.003  0.061
H: 14.424 7.786 12.954  0.052
H: 10.578 5.913 10.263  0.066
H: 12.899 14.067 9.222  0.073

(3)
Molecular formula: C11H46AsF6N22O12
Method: DFT, ωB97M-V/def2-TZVPD

Properties
Relative energy (zero: lowest compared OMol25 entry of this formula, charge and spin)   4.668 eV
HOMO energy   -7.28 eV
Strongest force on any atom   5.05 eV Å⁻¹
LUMO   0.0711 Ha
Net charge   -1
DFT total energy   -5389.83942 Ha

Last column: Löwdin charge in e.
Atoms and positions in Å:
N: -0.064 -5.253 -3.921  0.126
H: -0.878 -5.536 -4.446  0.106
N: 3.367 -2.661 -1.337  0.169
N: 3.289 -1.247 -2.989  0.174
C: -4.585 2.411 1.031  -0.796
H: -4.853 2.402 3.044  0.104
O: -3.444 1.640 -3.563  -0.005
H: 0.292 -3.358 -1.603  0.081
F: 0.106 0.652 1.277  -0.286
N: -0.614 0.449 -6.230  0.165
C: -1.020 4.026 1.735  -0.755
H: 0.383 -0.966 7.202  0.114
H: 5.226 -4.891 3.234  0.118
H: -4.602 3.637 -4.063  0.113
H: 1.370 -4.721 -2.299  0.108
N: -1.263 -0.077 -4.110  0.200
H: -0.103 1.357 4.094  0.079
N: -0.868 2.882 2.383  0.167
H: 3.620 1.893 -3.060  0.093
H: -3.981 -2.179 5.600  0.104
O: -5.037 3.479 0.769  0.040
H: 3.644 2.201 -0.299  0.084
H: 4.040 3.619 -2.918  0.115
H: -2.023 0.590 -4.104  0.060
O: -3.880 -3.108 -1.259  -0.059
O: 5.284 -1.842 -2.071  -0.002
O: 0.738 -0.547 -4.726  -0.014
H: -3.946 2.263 -0.735  0.088
N: -2.040 3.047 -2.431  0.183
H: -1.062 2.891 3.369  0.088
N: -1.971 -2.593 3.271  0.177
O: 1.602 4.120 -2.299  -0.017
H: -3.343 0.938 0.166  0.078
N: -0.877 3.924 0.433  0.185
H: -0.656 0.467 7.215  0.104
H: 0.857 -5.543 -4.200  0.098
H: -0.731 1.713 5.611  0.106
H: 3.657 -0.715 -3.761  0.108
As: -0.419 -0.443 -0.115  0.929
O: -1.159 5.098 2.284  0.023
H: -4.528 -2.496 -0.906  0.027
H: -1.592 2.304 -1.904  0.052
C: 4.332 2.150 1.724  -0.739
N: 4.790 -3.994 3.091  0.177
H: 5.191 2.771 0.130  0.107
N: 3.324 1.340 2.135  0.170
H: 0.321 2.261 -2.957  0.082
O: -3.800 -1.319 3.340  0.031
C: -0.335 -0.035 -5.003  -0.757
N: -3.942 1.746 0.130  0.184
H: -1.784 -2.341 2.314  0.077
H: -0.031 0.231 -7.020  0.101
N: 3.025 -2.799 2.561  0.157
N: 3.386 2.856 -2.876  0.161
N: -3.789 3.866 -3.515  0.163
C: -3.121 2.761 -3.136  -0.700
H: -3.051 -2.625 -1.224  -0.009
H: 2.083 -2.918 2.220  0.088
H: 3.186 -2.020 3.182  0.101
C: -0.404 -4.273 -3.085  -0.729
O: 2.726 -4.912 2.959  0.005
C: 4.051 -1.842 -2.092  -0.754
H: 1.658 1.187 -3.426  0.071
H: -1.599 0.587 -6.396  0.098
H: -1.870 4.021 -2.240  0.106
N: 1.301 2.064 -3.077  0.187
H: -2.434 -3.021 5.587  0.094
H: -4.116 0.946 2.354  0.071
H: -0.857 3.009 0.010  0.061
F: -0.942 -1.368 -1.539  -0.253
N: 0.561 -4.139 -2.186  0.176
H: -1.164 -0.790 -3.405  0.084
H: 2.387 -0.994 -2.612  0.063
O: 0.943 -0.798 4.865  0.024
H: -1.325 -3.177 3.776  0.102
O: -1.450 -3.681 -3.299  0.043
H: 3.251 0.994 3.077  0.096
F: 1.033 0.009 -1.043  -0.260
F: 0.471 -1.785 0.613  -0.248
N: 4.280 2.465 0.436  0.158
H: -0.611 2.062 1.842  0.046
N: 0.078 -0.089 6.809  0.159
C: -2.953 -1.949 3.922  -0.725
F: -1.882 -0.856 0.707  -0.221
F: -1.249 0.961 -0.895  -0.284
N: -3.066 -2.336 5.210  0.145
N: -0.398 0.994 4.988  0.173
H: -1.267 4.647 -0.148  0.105
H: 3.891 -3.328 -0.794  0.115
C: 2.080 3.080 -2.779  -0.738
C: 3.524 -3.978 2.858  -0.783
H: -3.634 4.739 -3.040  0.106
H: 2.571 1.100 1.509  0.074
N: -4.518 1.867 2.262  0.174
H: 2.374 -2.566 -1.204  0.068
H: 5.371 -3.173 3.091  0.118
C: 0.248 -0.033 5.505  -0.768
O: 5.220 2.600 2.408  0.022

Question: Which formula does entry 2 have?
Answer: C11H44O11

Question: What is the LUMO in the third record?
Answer: 0.0711 Ha

Question: The lowest LUMO belongs to which entry?
Answer: number 1

Repeat the first record exactly.
Molecular formula: C11H44O11
Method: DFT, ωB97M-V/def2-TZVPD

Properties
Relative energy (zero: lowest compared OMol25 entry of this formula, charge and spin)   2.256 eV
HOMO energy   -9.13 eV
Strongest force on any atom   1.65 eV Å⁻¹
LUMO   0.0074 Ha
DFT total energy   -1272.92832 Ha
SMILES   CO.CO.CO.CO.CO.CO.CO.CO.CO.CO.CO

Last column: Löwdin charge in e.
Atoms and positions in Å:
H: -2.105 -1.722 0.379  0.025
C: -0.501 -4.250 0.513  -0.145
H: 1.252 -3.099 2.027  0.061
H: 1.764 -0.237 -0.930  0.038
C: 1.048 -1.051 -4.440  -0.140
H: -0.662 2.095 2.285  0.034
C: -3.982 4.131 -0.098  -0.155
C: 4.748 1.114 -0.179  -0.158
H: -2.406 2.994 0.112  0.026
H: 0.788 -0.317 2.153  0.046
O: 1.330 0.547 -1.276  -0.124
O: -2.898 3.378 -0.625  -0.136
H: -2.488 1.714 3.364  0.085
H: 0.503 -4.645 0.307  0.071
H: 5.553 0.549 -0.658  0.077
H: -1.232 -4.882 0.024  0.085
O: -2.896 0.415 -4.171  -0.108
O: -0.514 -2.924 0.021  -0.144
C: 2.823 -2.882 -1.880  -0.136
H: -0.241 1.811 -0.955  0.084
H: -0.416 -2.184 -3.833  0.076
O: 3.990 0.391 0.772  -0.138
O: -0.298 -1.535 -4.533  -0.121
H: 3.272 -2.866 -2.880  0.080
H: 1.224 -0.618 -3.453  0.054
H: 1.154 -0.206 -5.119  0.084
H: 0.381 0.808 0.433  0.050
H: -3.434 2.352 2.065  0.064
H: -3.562 0.491 0.383  0.083
H: 2.758 -3.956 -1.674  0.084
H: -1.806 1.622 -2.832  0.062
H: 1.744 -1.842 -4.713  0.071
O: 0.741 -1.166 1.659  -0.167
H: -0.713 0.161 -0.916  0.085
H: 3.730 -0.450 0.391  0.022
H: -0.588 -4.304 1.601  0.079
C: 1.510 -2.114 2.410  -0.097
H: -3.672 4.608 0.834  0.073
H: -2.044 -0.018 -4.266  0.039
H: 1.247 -2.077 3.468  0.091
H: 1.113 0.605 5.221  0.089
C: 1.632 1.114 4.409  -0.122
H: 1.452 1.540 2.546  0.106
C: 0.098 0.833 -0.620  -0.125
H: -3.341 -0.227 2.060  0.078
C: -2.999 -0.203 1.016  -0.165
O: -3.045 -1.520 0.485  -0.117
H: 4.032 1.402 -0.958  0.074
H: 1.817 -2.473 -1.871  0.065
H: -1.947 0.094 1.064  0.053
H: 0.091 -2.329 0.482  0.021
O: -1.382 2.528 1.819  -0.139
C: -2.781 1.517 -3.308  -0.180
H: 5.187 2.032 0.208  0.076
H: -3.084 2.457 -3.784  0.076
H: 4.334 -2.801 -0.689  0.089
H: 2.572 -1.912 2.265  0.083
H: -4.297 4.863 -0.840  0.078
C: -2.537 2.543 2.657  -0.142
H: -3.514 1.487 -2.491  0.064
O: 3.672 -2.169 -0.985  -0.120
H: 2.549 0.519 4.321  0.087
O: 0.861 1.175 3.224  -0.138
H: -2.681 3.510 3.142  0.084
H: 1.940 2.101 4.760  0.088
H: -4.840 3.476 0.094  0.076